Entry 1:
Molecular formula: C6H8
Method: DFT, ωB97M-V/def2-TZVPD

Positions of all 14 atoms, in Å:
H -2.237 0.229 -1.069
H -1.405 -0.964 -2.069
H 1.704 1.551 -0.773
H 0.345 1.029 2.026
C 0.763 1.304 -1.208
H -1.517 0.725 -2.609
H 2.283 -0.309 1.044
C -0.127 0.364 -1.029
C 0.151 0.022 1.679
H -0.585 -0.495 2.282
H 1.337 -1.826 1.251
C 1.298 -0.756 1.080
C 0.192 -0.282 0.236
C -1.399 0.076 -1.747

The spin multiplicity is 1. The value obtained for the molar mass is 80.1 g mol⁻¹. For the energy above the lowest of the compared OMol25 structures with the same formula, charge and spin, the calculation gives 109.08 kcal per mole. The largest force on an atom comes out at 0.67 eV/Å. Its HOMO energy (spin up / spin down) is -7.915 / -8.489 eV. For the orbital gap (spin up / spin down), the calculation gives 8.1 / 8.8 eV. The value obtained for the electronic energy is -233.2132 Ha. The calculation puts the LUMO energy (spin up / spin down) at 0.2 / 0.3 eV.


Entry 2:
Molecular formula: C10H16
Method: DFT, ωB97M-V/def2-TZVPD

Positions of all 26 atoms, in Å:
C 0.484 0.103 2.478
C -0.675 2.294 1.026
C 0.668 -1.322 -2.786
C -1.530 -1.334 2.169
C -0.833 -0.802 -2.476
H -1.085 0.182 -3.008
H 1.117 -0.673 3.044
H 1.879 -0.710 -1.097
C 1.722 -0.364 -2.091
H 0.970 -2.352 -2.589
H 2.895 -0.279 -2.623
H -2.341 1.018 0.736
C -0.861 -0.040 1.967
H 0.821 -1.115 -3.856
C 1.149 1.260 2.235
C 0.548 2.393 1.588
H 1.254 3.163 1.448
H -2.709 -1.149 2.312
H -1.105 -2.077 2.849
H 1.547 0.688 -2.230
C -1.392 0.997 1.234
H -0.892 -0.862 -1.296
H -1.374 -1.804 1.066
H -1.553 -1.626 -2.663
H -1.007 3.049 0.185
H 2.303 1.362 2.375

The spin multiplicity is 1. The value obtained for the molar mass is 136.2 g mol⁻¹. As for the structure (SMILES): Cc1ccccc1.CCC. For the energy above the lowest of the compared OMol25 structures with the same formula, charge and spin, the calculation gives 69.72 kcal per mole. The largest force on an atom comes out at 4.49 eV/Å. Its HOMO energy is -8.915 eV. For the orbital gap, the calculation gives 9.9 eV. The value obtained for the electronic energy is -390.5248 Ha. The calculation puts the LUMO energy at 0.9 eV.


Entry 3:
Molecular formula: C21H31CsN2O6Se
Method: DFT, ωB97M-V/def2-TZVPD

Positions of all 62 atoms, in Å:
H 2.147 2.697 -2.671
H 1.411 0.621 -1.935
O 3.371 -3.426 0.039
C -2.006 -1.293 -2.403
C -2.841 -1.221 -1.113
H -1.872 -2.882 -0.076
C 1.079 1.422 -1.263
N 0.404 -3.535 7.868
H -0.005 1.381 -1.166
H 5.970 -1.056 2.398
H -4.797 -1.843 -1.809
H -4.418 -0.194 -2.276
H -3.541 -2.602 0.399
C -3.204 3.212 -0.715
H 3.694 -5.301 -0.826
O 0.997 -3.707 -1.174
H 2.771 -5.297 0.688
H -3.709 1.440 -1.746
O 5.768 -1.987 2.223
C 2.519 3.250 -0.595
C -2.467 3.827 0.288
C 1.367 -3.314 7.256
H 3.409 3.771 -0.950
H -3.855 5.097 -1.544
H -1.929 -0.294 -2.843
H -1.188 4.583 2.522
C -1.574 1.673 0.896
C -0.729 3.681 2.110
Se 2.887 -2.973 6.322
C -2.858 -2.612 -0.453
H 3.102 2.045 1.159
H -4.054 3.717 -2.635
N -2.173 -0.343 -0.168
C 4.435 -3.423 0.933
H 0.772 3.491 -1.900
H 1.982 3.908 0.090
O 1.339 -5.917 -1.491
Cs 0.486 -1.817 0.415
O 4.495 -1.012 0.658
H -4.852 -0.552 -0.597
H -2.523 4.901 0.442
H -0.853 1.096 1.469
H -0.509 2.999 2.932
C 1.625 -4.791 -1.066
H -5.159 3.936 -1.281
C 4.864 -2.006 1.219
H 4.181 -3.897 1.891
C -2.345 0.973 -0.100
H 5.311 -3.957 0.534
C 2.839 1.936 0.108
C -4.314 -0.921 -1.472
H 3.646 1.393 -0.401
O 1.628 1.208 0.038
C 2.941 -4.752 -0.249
C -4.115 4.038 -1.592
H -0.997 -1.650 -2.178
C 1.593 2.795 -1.736
H -3.171 -3.389 -1.155
H 0.226 3.974 1.663
C -1.624 3.031 1.084
C -3.139 1.839 -0.921
H -2.439 -1.971 -3.146

The spin multiplicity is 1. As for the charge: -2. The value obtained for the molar mass is 619.4 g mol⁻¹. For the energy above the lowest of the compared OMol25 structures with the same formula, charge and spin, the calculation gives 8.12 kcal per mole. The largest force on an atom comes out at 1.68 eV/Å. Its HOMO energy is -1.452 eV. For the orbital gap, the calculation gives 5.1 eV. The value obtained for the electronic energy is -3801.4089 Ha. The calculation puts the LUMO energy at 3.6 eV.


Entry 4:
Molecular formula: CH4CsN2O5S
Method: DFT, ωB97M-V/def2-TZVPD

Positions of all 14 atoms, in Å:
O -0.696 2.610 -2.869
O 0.263 0.708 -3.800
O 1.674 -1.292 1.212
Cs 2.012 -0.505 -1.622
C 0.691 -0.843 1.779
H -1.244 -0.288 1.710
H 1.241 -1.032 3.794
O -2.102 0.753 -3.527
N 0.582 -0.732 3.090
H -0.313 -0.454 3.466
O -0.591 0.633 -1.647
N -0.378 -0.369 1.197
H -0.320 -0.366 0.188
S -0.819 1.176 -2.974

The spin multiplicity is 1. As for the charge: -1. The value obtained for the molar mass is 289.0 g mol⁻¹. For the energy above the lowest of the compared OMol25 structures with the same formula, charge and spin, the calculation gives 17.61 kcal per mole. The largest force on an atom comes out at 4.65 eV/Å. Its HOMO energy is -2.937 eV. For the orbital gap, the calculation gives 4.8 eV. The value obtained for the electronic energy is -944.6579 Ha. The calculation puts the LUMO energy at 1.8 eV.


Entry 5:
Molecular formula: C8H21INO4P2S
Method: DFT, ωB97M-V/def2-TZVPD

Positions of all 38 atoms, in Å:
H 5.024 -1.091 0.693
H -4.560 -0.957 2.711
H 2.477 0.751 -0.979
S 0.072 3.281 2.150
H -2.174 0.068 -0.085
H 0.684 -2.111 -0.499
H -4.343 -0.657 0.997
C -3.817 -0.807 1.937
O -1.678 0.318 1.885
H 0.584 -0.183 1.309
H 4.179 -1.839 -0.657
N 2.046 -0.027 -0.498
I 0.901 -1.235 -3.558
H -1.760 0.190 -2.432
P 0.333 0.296 -0.032
H -3.167 -1.669 1.829
C -1.486 0.686 0.496
C -0.631 -1.646 -2.087
H 2.723 2.699 1.756
H 2.449 -1.483 0.878
H -2.674 -1.157 -1.777
H 3.040 0.107 1.389
P 0.969 2.459 0.615
C -2.989 0.427 2.245
C -0.185 -1.467 -0.643
H -0.975 -1.904 -0.025
C 2.909 -0.558 0.529
O 0.832 3.395 -0.720
O 2.578 2.622 0.814
H -2.231 -1.192 -3.467
O -3.464 1.397 2.801
H -0.844 -2.701 -2.242
C 4.266 -0.926 -0.070
H -1.790 1.724 0.339
C -1.886 -0.885 -2.484
H -0.076 3.353 -1.019
H 4.589 -0.148 -0.758
H 0.075 0.869 -1.342

The spin multiplicity is 1. As for the charge: -1. The value obtained for the molar mass is 416.2 g mol⁻¹. The largest force on an atom comes out at 1.37 eV/Å. Its HOMO energy is -4.128 eV. For the orbital gap, the calculation gives 6.7 eV. The value obtained for the electronic energy is -2051.7855 Ha. The calculation puts the LUMO energy at 2.6 eV.


Entry 6:
Molecular formula: C4H4ClFOS
Method: DFT, ωB97M-V/def2-TZVPD

Positions of all 12 atoms, in Å:
F 1.746 0.170 1.344
C 1.016 -1.078 -1.454
H 1.902 0.970 -0.477
C 0.228 -0.357 -0.390
S -2.114 -1.659 0.176
C 1.122 0.714 0.252
Cl 0.296 2.258 0.432
H 0.940 -2.134 -1.399
H -0.458 -0.723 1.664
O -0.154 -0.148 -1.743
C -0.714 -0.915 0.537
H 2.002 -0.488 -1.782

The spin multiplicity is 1. The value obtained for the molar mass is 154.6 g mol⁻¹. As for the structure (SMILES): F[C@H](Cl)[C@]1(C=S)CO1. For the energy above the lowest of the compared OMol25 structures with the same formula, charge and spin, the calculation gives 69.08 kcal per mole. The largest force on an atom comes out at 3.85 eV/Å. Its HOMO energy is -9.104 eV. For the orbital gap, the calculation gives 8.3 eV. The value obtained for the electronic energy is -1188.1971 Ha. The calculation puts the LUMO energy at -0.8 eV.


Entry 7:
Molecular formula: C5H6F2
Method: DFT, ωB97M-V/def2-TZVPD

Positions of all 13 atoms, in Å:
F -1.032 -1.527 -1.249
C 0.168 0.427 -0.756
C 1.396 -0.301 -0.170
C -1.052 -0.390 -0.543
C -2.082 0.035 0.182
H -3.020 -0.523 0.440
H 2.588 -0.446 1.560
H 1.906 -0.969 -0.785
H -1.884 0.886 0.798
H 1.146 0.771 1.477
H 0.091 0.442 -1.925
C 1.683 -0.097 1.147
F 0.092 1.692 -0.177

The spin multiplicity is 1. The value obtained for the molar mass is 104.1 g mol⁻¹. As for the structure (SMILES): C=C[C@H](F)C(=C)F. For the energy above the lowest of the compared OMol25 structures with the same formula, charge and spin, the calculation gives 21.81 kcal per mole. The largest force on an atom comes out at 4.01 eV/Å. Its HOMO energy is -9.727 eV. For the orbital gap, the calculation gives 10.8 eV. The value obtained for the electronic energy is -393.7670 Ha. The calculation puts the LUMO energy at 1.1 eV.


Entry 8:
Molecular formula: C25H43Cl2FO6
Method: DFT, ωB97M-V/def2-TZVPD

Positions of all 77 atoms, in Å:
H 6.440 21.860 16.818
F 0.740 18.579 14.806
C 6.615 16.249 12.618
C 5.943 22.248 17.703
C 2.204 19.148 20.651
H 1.395 19.751 21.054
H 10.439 17.665 12.972
H 5.474 23.889 15.309
C 6.744 17.071 16.510
H 8.181 19.923 14.087
H 3.192 19.501 20.955
H 7.957 15.509 11.067
H 2.665 18.562 13.125
C 11.162 16.042 14.131
H 10.170 14.926 18.773
H 5.463 21.444 18.259
H 6.279 15.646 10.604
H 0.445 20.845 15.874
H 6.435 16.422 15.696
H 7.821 17.121 16.649
O 3.792 23.272 17.742
C 2.503 19.524 13.599
H 6.968 19.977 12.715
H 4.090 17.985 16.431
C 5.355 24.329 16.298
H 7.070 13.401 19.347
H 2.404 21.154 18.678
C 6.185 18.453 16.231
C 1.466 19.657 14.510
O 6.862 19.443 16.350
C 1.966 21.997 14.784
C 11.689 16.116 15.534
C 9.224 15.445 18.937
H 4.464 19.523 15.688
C 2.132 19.077 19.136
C 4.770 18.476 15.730
C 2.794 20.184 18.377
H 6.296 16.683 17.430
H 5.866 15.024 14.247
C 3.279 20.618 13.261
H 3.847 20.103 18.663
C 4.916 23.275 17.300
H 9.461 16.472 19.210
H 9.194 16.464 13.300
O 6.452 17.333 13.123
Cl 7.625 22.083 13.324
H 5.913 14.249 12.637
H 7.821 12.868 20.840
H 12.436 15.340 15.691
C 10.049 16.981 13.724
O 11.549 15.195 13.359
H 2.662 20.025 17.310
O 1.460 18.220 18.607
O 8.488 15.320 21.193
C 1.216 20.866 15.109
H 7.390 14.498 13.574
H 7.285 17.101 10.742
H 10.856 15.966 16.222
H 6.288 24.744 16.681
H 12.218 17.056 15.707
Cl 9.304 19.931 12.097
H 2.107 18.139 21.055
H 8.739 12.807 19.329
C 8.010 13.385 19.901
C 7.067 16.132 11.186
H 6.602 22.714 18.440
H 9.710 17.613 14.548
C 2.991 21.850 13.853
H 4.666 18.009 14.755
H 1.744 22.916 15.302
H 4.567 25.078 16.273
H 8.569 15.475 18.069
C 6.421 14.933 13.316
C 7.888 20.350 13.138
H 3.631 22.699 13.645
H 4.117 20.486 12.592
C 8.550 14.764 20.126

The spin multiplicity is 1. The value obtained for the molar mass is 529.5 g mol⁻¹. As for the structure (SMILES): Fc1ccccc1.CC(C)=O.CC(C)=O.CC(C)=O.CC(C)=O.CC(C)=O.CC(C)=O.ClCCl. For the energy above the lowest of the compared OMol25 structures with the same formula, charge and spin, the calculation gives 0.00 kcal per mole. The largest force on an atom comes out at 1.41 eV/Å. Its HOMO energy is -9.291 eV. For the orbital gap, the calculation gives 9.5 eV. The value obtained for the electronic energy is -2450.0509 Ha. The calculation puts the LUMO energy at 0.2 eV.


Entry 9:
Molecular formula: C3H4LiO4Tl
Method: DFT, ωB97M-V/def2-TZVPD

Positions of all 13 atoms, in Å:
O -0.682 0.176 0.924
C -0.194 1.330 0.562
C -1.066 2.367 1.062
C 2.112 0.666 0.857
H -1.569 1.554 1.879
H 0.011 -0.533 0.903
Tl 5.031 1.156 0.505
O 1.792 -0.362 1.448
Li 2.603 -1.681 2.527
O 1.090 1.550 0.471
H -1.932 2.488 0.408
H -0.526 3.300 1.254
O 3.217 1.097 0.521

The spin multiplicity is 1. As for the charge: +4. The value obtained for the molar mass is 315.4 g mol⁻¹. For the energy above the lowest of the compared OMol25 structures with the same formula, charge and spin, the calculation gives 15.13 kcal per mole. The largest force on an atom comes out at 9.41 eV/Å. Its HOMO energy (spin up / spin down) is -30.156 / -28.269 eV. For the orbital gap (spin up / spin down), the calculation gives 9.4 / 4.5 eV. The value obtained for the electronic energy is -595.5218 Ha. The calculation puts the LUMO energy (spin up / spin down) at -20.7 / -23.8 eV.